16
Properties=species:S:1:pos:R:3:forces:R:3 method="wB97M-V/def2-TZVPD" homo_energy_ev=-8.63 homo_lumo_gap_ha=0.3328 lumo_energy_ha=0.01576 energy_ev=-11816.156 relative_energy_kcal_mol=5.39 smiles="Cc1c(N)[nH]cnc1=O"
C -0.199 2.223 0.235 -0.313 0.924 0.573
C -0.020 0.763 0.125 0.379 -1.707 0.826
C 1.136 0.056 0.051 -1.046 -0.352 -0.526
N 2.387 0.521 -0.315 1.148 1.139 0.694
N 1.050 -1.343 0.116 0.484 -0.413 0.052
C -0.133 -1.989 0.126 -2.679 0.158 -0.676
N -1.307 -1.434 -0.053 2.095 0.400 1.021
C -1.269 -0.016 -0.035 -0.414 0.077 -0.455
O -2.287 0.607 -0.233 -0.758 0.220 0.058
H 0.724 2.793 0.398 -0.125 -0.264 0.228
H -0.568 2.516 -0.720 -0.487 0.689 -0.857
H -1.010 2.560 0.963 1.204 -0.798 -0.770
H 2.396 1.533 -0.523 -0.172 -0.925 0.185
H 3.120 0.342 0.382 -0.354 -0.039 -0.431
H 1.837 -1.943 -0.097 0.179 0.588 0.120
H -0.198 -3.079 0.218 0.855 0.304 -0.043